Molecular formula: C21H25N3O5
Method: DFT, ωB97M-V/def2-TZVPD

The geometry in XYZ format:
```
54
Properties=species:S:1:pos:R:3
C -4.63322 -1.52529 -0.81527
C -3.31257 -1.75869 -0.14040
C -2.14310 -1.88173 -0.87556
C -0.93848 -2.05807 -0.21257
C 0.35508 -1.95568 -0.98873
O 0.37302 -1.90077 -2.20936
N 1.45141 -1.89466 -0.20818
C 2.70507 -1.35912 -0.69059
C 2.58867 0.07901 -1.23089
C 3.91879 0.83669 -1.25124
C 5.00690 0.05785 -1.98059
C 3.69169 2.19439 -1.92234
C 2.53294 2.96976 -1.30307
C 1.26470 2.12065 -1.25230
N 1.54358 0.86310 -0.56225
C 1.36286 0.76893 0.79230
O 2.18069 0.27207 1.55030
C 0.00952 1.16196 1.29764
C -1.17111 1.19866 0.48267
C -2.38248 1.35668 1.04509
C -2.53601 1.45040 2.48031
O -3.56780 1.50418 3.09776
O -1.35180 1.45959 3.20803
C -0.15814 1.28966 2.62574
N -0.84643 -2.14382 1.11156
C -1.96597 -2.02921 1.81971
C -3.21323 -1.79987 1.25258
C -4.40971 -1.50355 2.12017
O -4.07595 -1.55163 3.49188
H -5.08809 -0.58890 -0.48188
H -4.51707 -1.48291 -1.89655
H -5.34099 -2.32213 -0.57819
H -2.13884 -1.81930 -1.95624
H 1.27691 -1.88729 0.78640
H 3.41159 -1.39790 0.13501
H 3.08112 -1.98443 -1.50066
H 2.23326 -0.00071 -2.26518
H 4.21887 0.99527 -0.20915
H 4.68378 -0.19923 -2.99327
H 5.91439 0.65799 -2.06405
H 5.26816 -0.86658 -1.46566
H 4.60836 2.78710 -1.87701
H 3.48266 2.02108 -2.98530
H 2.79058 3.26686 -0.28145
H 2.33773 3.88501 -1.86645
H 0.47540 2.66198 -0.73388
H 0.91265 1.88920 -2.26265
H -1.08328 1.05565 -0.58666
H -3.29556 1.36583 0.46778
H 0.65424 1.23809 3.33624
H -1.87269 -2.08021 2.89655
H -4.77875 -0.50699 1.85415
H -5.22130 -2.20929 1.91054
H -4.29202 -0.69969 3.88518
```

Output
relative energy (zero: lowest compared OMol25 entry of this formula, charge and spin) = 122.1 kJ/mol
orbital gap = 0.338 hartree
SMILES string = Cc1cc(C(=O)NC[C@@H]2[C@@H](C)CCCN2C(=O)c2ccc(=O)oc2)ncc1CO
LUMO energy = -0.029 eV
HOMO = -9.231 eV
E_tot = -36891.9353 eV

---

Molecular formula: C52H55AsN6O2Sc
Method: DFT, ωB97M-V/def2-TZVPD

The geometry in XYZ format:
```
117
Properties=species:S:1:pos:R:3
Sc 0.02273 0.28380 0.09589
C 2.57965 -0.82297 -1.90879
C 1.35472 0.00732 -2.26040
C 0.33451 -0.61246 -3.01488
C 0.38354 -2.08441 -3.33547
C -0.68577 0.15885 -3.58188
C -1.58845 -0.49359 -4.59665
C -0.81626 1.51117 -3.23149
C -1.96474 2.34510 -3.74295
C 0.18506 2.13205 -2.46692
C 0.11384 3.61144 -2.19575
C 1.32562 1.40806 -2.08331
C 2.57426 2.18399 -1.75475
H 3.27998 -0.29982 -1.27112
H 3.11614 -1.10244 -2.81763
H 2.31508 -1.75142 -1.40284
H -0.53224 -2.59157 -3.01780
H 1.22464 -2.59918 -2.88631
H 0.45282 -2.23578 -4.41481
H -1.94488 -1.47100 -4.27079
H -1.02486 -0.67034 -5.51713
H -2.44889 0.10839 -4.86762
H -1.67140 2.89395 -4.64209
H -2.27930 3.08908 -3.01430
H -2.83937 1.75472 -4.00255
H 0.81228 3.91687 -1.42135
H -0.88236 3.91594 -1.87672
H 0.34677 4.18625 -3.09680
H 2.80795 2.82549 -2.60706
H 3.44177 1.55783 -1.58436
H 2.44430 2.84385 -0.91129
C 4.28355 0.57202 1.74370
C 3.04273 0.84222 1.19253
N 2.10610 -0.09891 1.10959
C 2.38667 -1.30279 1.60400
C 3.64477 -1.56576 2.13342
N 4.59006 -0.63671 2.20558
C 1.29995 -2.29955 1.52321
C 1.34189 -3.49062 2.21054
C 0.28852 -4.39746 2.09032
C -0.75590 -4.04040 1.24178
C -0.73605 -2.82579 0.58590
N 0.26471 -1.94236 0.74155
C -1.80700 -2.42734 -0.35421
C -2.80469 -3.31075 -0.74954
N -3.76196 -2.97348 -1.60404
C -3.71553 -1.73687 -2.07869
C -2.71284 -0.85262 -1.71241
N -1.75327 -1.18471 -0.84861
C 0.28440 -5.67676 2.82624
C -0.89883 -6.21370 3.31783
C -0.84109 -7.41366 4.01148
N 0.28645 -8.09437 4.22043
C 1.41207 -7.57331 3.73083
C 1.46697 -6.37208 3.03988
H 5.03923 1.34500 1.81288
H 2.78749 1.81948 0.82906
H 3.90348 -2.55083 2.49980
H 2.16846 -3.71494 2.86972
H -1.57028 -4.73273 1.09429
H -2.82941 -4.32759 -0.38426
H -4.48616 -1.43620 -2.77872
H -2.68768 0.13691 -2.13740
H -1.84734 -5.70298 3.20293
H -1.74459 -7.84964 4.42064
H 2.31692 -8.14527 3.89679
H 2.41308 -6.02079 2.64653
C -1.14324 -0.74745 3.39424
C -2.31825 -0.06496 2.74110
O -1.97276 0.46901 1.43255
C -3.15358 1.01740 0.79994
C -2.76688 1.94519 -0.32383
H -1.27929 -0.73369 4.47586
H -0.21230 -0.21040 3.19736
H -1.03569 -1.78532 3.08586
H -2.66649 0.77691 3.34199
H -3.16037 -0.74778 2.60628
H -3.72331 1.55665 1.55817
H -3.76997 0.18281 0.46148
H -1.93805 1.54142 -0.91284
H -2.44648 2.91568 0.04152
H -3.60221 2.08783 -1.00968
O 0.30576 2.07426 0.85697
As 0.04986 3.21360 2.14591
C 0.09206 2.29431 3.80734
C 1.29234 1.63098 4.07463
C 1.47682 1.00636 5.29609
C 0.47404 1.05910 6.25957
C -0.70228 1.75022 6.00707
C -0.89861 2.37819 4.78126
C 1.48154 4.45050 2.25794
C 2.55196 4.50657 1.37891
C 3.55149 5.45070 1.57843
C 3.47151 6.32475 2.65239
C 2.39314 6.26759 3.52784
C 1.39105 5.32987 3.33606
C -1.49668 4.23125 1.80717
C -2.75194 3.93773 2.33526
C -3.82830 4.75208 2.01506
C -3.65138 5.84043 1.16865
C -2.39741 6.12642 0.63953
C -1.31089 5.32817 0.96282
H 2.09705 1.63365 3.35189
H 2.41240 0.50627 5.51250
H 0.62466 0.58670 7.22169
H -1.46379 1.82361 6.77259
H -1.80001 2.95158 4.62803
H 2.60446 3.84993 0.53224
H 4.38556 5.50959 0.89145
H 4.24979 7.06031 2.80666
H 2.33276 6.95586 4.36015
H 0.55538 5.29515 4.02597
H -2.91402 3.07560 2.96604
H -4.80459 4.53932 2.43083
H -4.49426 6.47606 0.92928
H -2.26187 6.98367 -0.00673
H -0.32991 5.57742 0.57801
```

Output
orbital gap = 0.251 hartree
charge = +3
LUMO energy = -8.863 eV
HOMO = -15.685 eV
E_tot = -149372.5620 eV

---

Molecular formula: C3H8S
Method: DFT, ωB97M-V/def2-TZVPD

The geometry in XYZ format:
```
12
Properties=species:S:1:pos:R:3
S -3.37504 -2.09593 -0.70323
H -2.11745 -2.30306 -1.13295
H -3.12307 -0.87007 -0.26788
C 1.21609 -0.48765 0.24201
C 0.87239 0.83043 0.76929
C 0.71829 1.94155 -0.09829
H 1.99716 -0.54307 -0.51664
H 1.45738 -1.17111 1.04952
H 0.30582 -0.89330 -0.23720
H 0.71383 0.95576 1.83462
H 0.53630 2.96258 0.20682
H 0.79832 1.67387 -1.14606
```

Output
spin multiplicity = 2
relative energy (zero: lowest compared OMol25 entry of this formula, charge and spin) = 184.8 kJ/mol
orbital gap (spin up / spin down) = 0.246 / 0.117 hartree
charge = +1
LUMO energy (spin up / spin down) = -5.887 / -9.368 eV
HOMO (spin up / spin down) = -12.569 / -12.565 eV
E_tot = -14065.3518 eV

---

Molecular formula: C5H14
Method: DFT, ωB97M-V/def2-TZVPD

The geometry in XYZ format:
```
19
Properties=species:S:1:pos:R:3
C -1.19578 -0.20002 -1.02107
C -0.41895 1.11082 -1.30992
C -2.00569 -0.62244 -2.21404
H -1.76908 -0.06561 -0.10118
H -0.38340 -0.97696 -0.69709
H 0.37543 1.17646 -0.55466
H 0.02814 0.82990 -2.26695
H -2.86374 -1.08345 -1.88195
H -1.49859 -1.32696 -2.80152
H -1.08745 1.98337 -1.40217
H -2.23258 0.33800 -2.80328
C 1.26721 -0.19476 1.63304
C 2.18567 -0.10394 2.79843
H 1.94848 -0.60560 0.86002
H 0.50322 -0.92456 1.69212
H 0.74595 0.59053 1.31625
H 1.73284 0.66708 3.52865
H 3.05288 0.51627 2.65236
H 2.45309 -1.05648 3.14072
```

Output
relative energy (zero: lowest compared OMol25 entry of this formula, charge and spin) = 135.1 kJ/mol
orbital gap = 0.442 hartree
SMILES string = CCC.CC
LUMO energy = 1.125 eV
HOMO = -10.905 eV
E_tot = -5410.6492 eV

---

> The highest E_tot belongs to which entry?

C5H14

---

Repeat the first record exactly.
Molecular formula: C21H25N3O5
Method: DFT, ωB97M-V/def2-TZVPD

The geometry in XYZ format:
```
54
Properties=species:S:1:pos:R:3
C -4.63322 -1.52529 -0.81527
C -3.31257 -1.75869 -0.14040
C -2.14310 -1.88173 -0.87556
C -0.93848 -2.05807 -0.21257
C 0.35508 -1.95568 -0.98873
O 0.37302 -1.90077 -2.20936
N 1.45141 -1.89466 -0.20818
C 2.70507 -1.35912 -0.69059
C 2.58867 0.07901 -1.23089
C 3.91879 0.83669 -1.25124
C 5.00690 0.05785 -1.98059
C 3.69169 2.19439 -1.92234
C 2.53294 2.96976 -1.30307
C 1.26470 2.12065 -1.25230
N 1.54358 0.86310 -0.56225
C 1.36286 0.76893 0.79230
O 2.18069 0.27207 1.55030
C 0.00952 1.16196 1.29764
C -1.17111 1.19866 0.48267
C -2.38248 1.35668 1.04509
C -2.53601 1.45040 2.48031
O -3.56780 1.50418 3.09776
O -1.35180 1.45959 3.20803
C -0.15814 1.28966 2.62574
N -0.84643 -2.14382 1.11156
C -1.96597 -2.02921 1.81971
C -3.21323 -1.79987 1.25258
C -4.40971 -1.50355 2.12017
O -4.07595 -1.55163 3.49188
H -5.08809 -0.58890 -0.48188
H -4.51707 -1.48291 -1.89655
H -5.34099 -2.32213 -0.57819
H -2.13884 -1.81930 -1.95624
H 1.27691 -1.88729 0.78640
H 3.41159 -1.39790 0.13501
H 3.08112 -1.98443 -1.50066
H 2.23326 -0.00071 -2.26518
H 4.21887 0.99527 -0.20915
H 4.68378 -0.19923 -2.99327
H 5.91439 0.65799 -2.06405
H 5.26816 -0.86658 -1.46566
H 4.60836 2.78710 -1.87701
H 3.48266 2.02108 -2.98530
H 2.79058 3.26686 -0.28145
H 2.33773 3.88501 -1.86645
H 0.47540 2.66198 -0.73388
H 0.91265 1.88920 -2.26265
H -1.08328 1.05565 -0.58666
H -3.29556 1.36583 0.46778
H 0.65424 1.23809 3.33624
H -1.87269 -2.08021 2.89655
H -4.77875 -0.50699 1.85415
H -5.22130 -2.20929 1.91054
H -4.29202 -0.69969 3.88518
```

Output
relative energy (zero: lowest compared OMol25 entry of this formula, charge and spin) = 122.1 kJ/mol
orbital gap = 0.338 hartree
SMILES string = Cc1cc(C(=O)NC[C@@H]2[C@@H](C)CCCN2C(=O)c2ccc(=O)oc2)ncc1CO
LUMO energy = -0.029 eV
HOMO = -9.231 eV
E_tot = -36891.9353 eV

---

> Which value of E_tot does entry 2 give?

-149372.5620 eV